2 unconnected molecules or ions with the total composition C5H12O at a distorted geometry, computed with ωB97M-V/def2-TZVPD.

The geometry in ORCA input format:
```
! RIJCOSX wB97M-V def2-TZVPD def2/J DEFGRID3
* xyz 0 1
O 2.59450 -0.81349 3.64762
H 2.96394 -0.43480 4.47730
C -0.94902 0.24729 -1.27466
H 0.25235 -1.66813 0.31995
C 0.27005 -0.65790 0.76236
H -1.94277 -1.57217 -1.76582
H 1.23594 -0.18414 0.51903
H 0.46824 1.94676 -1.20134
H -0.96635 1.14274 0.56981
C -1.44698 -0.66383 -2.12683
C -0.95136 0.09900 0.20130
C -0.35627 1.50889 -1.78876
H -0.03746 1.43548 -2.84213
H -1.22666 2.18393 -1.73084
H 0.19078 -0.75240 1.85844
H -1.55696 -0.41063 -3.18750
H 3.38386 -1.04528 3.10777
H -1.92582 -0.36128 0.45429
*
```

Output
Energy above the lowest of the compared OMol25 structures with the same formula, charge and spin (kJ/mol): 100.72
Structure (SMILES): C=C(C)CC.O

Let us look at the Mulliken charges, expressed in e, one per atom: O -0.62; H 0.31; C 0.82; H 0.31; C -0.91; H 0.28; H 0.28; H 0.32; H 0.31; C -0.97; C -0.72; C -1.34; H 0.38; H 0.30; H 0.29; H 0.29; H 0.32; H 0.34

***

A molecular structure, C5H14LuO2PS at a distorted geometry, computed with ωB97M-V/def2-TZVPD.

The geometry in ORCA input format:
```
! RIJCOSX wB97M-V def2-TZVPD def2/J DEFGRID3
* xyz 2 1
H -1.90550 -2.87543 -1.06443
H -1.09115 2.11548 -1.86778
H -0.97896 2.46163 -0.14672
H 1.33196 -0.40912 -0.24521
H -0.83349 0.19343 1.52306
S 1.07145 1.77105 -1.11557
C -1.42533 0.41589 -0.63891
H -2.44374 0.61326 -0.98513
C 3.16193 0.65581 0.17627
H 3.49404 -0.30294 0.55277
H 0.23148 -1.64452 0.53976
H 3.60954 0.76674 -0.80236
C -0.69494 1.72797 -0.93767
H -0.84946 -3.28548 0.54326
C -1.66849 -0.03607 0.79983
Lu -0.94172 1.28758 2.75645
P -0.86808 -2.14851 -0.37168
H 0.11789 -2.63180 -1.26909
O -0.98894 -0.70220 -1.31765
C 1.64539 0.59806 0.07089
H -2.61519 0.50524 1.13031
O -2.00505 -1.31284 0.77758
H 1.15696 0.81105 1.03455
H 3.48940 1.42570 0.85747
*
```

Let us look at the Mulliken charges, expressed in e, one per atom: H 0.22; H 0.35; H 0.33; H -0.05; H -0.03; S 0.10; C 0.03; H 0.44; C -1.29; H 0.39; H 0.10; H 0.39; C -0.66; H 0.22; C 0.05; Lu 0.97; P -0.25; H 0.19; O -0.41; C 0.66; H 0.68; O -0.57; H -0.23; H 0.35

***

no.,calculated total energy (eV),HOMO-LUMO gap (eV)
1,-7426.2674,9.73
2,-63223.3598,3.41